{"formula": "C55H64Cl2KN7O8P2S", "method": "wB97M-V/def2-TZVPD", "species": ["K", "C", "C", "C", "P", "C", "C", "C", "C", "C", "C", "C", "C", "C", "N", "C", "C", "C", "C", "C", "C", "P", "C", "C", "C", "C", "C", "C", "H", "H", "H", "H", "H", "H", "H", "H", "H", "H", "H", "H", "H", "H", "H", "H", "H", "H", "H", "H", "H", "H", "H", "H", "H", "H", "H", "H", "H", "H", "H", "H", "H", "H", "H", "H", "Cl", "C", "C", "C", "Cl", "C", "O", "C", "C", "O", "C", "H", "H", "H", "C", "O", "C", "C", "C", "C", "C", "C", "N", "N", "C", "C", "C", "C", "O", "C", "N", "C", "C", "C", "C", "H", "H", "H", "H", "H", "H", "H", "H", "H", "H", "H", "H", "C", "C", "S", "O", "O", "C", "C", "N", "C", "N", "C", "C", "N", "O", "O", "C", "H", "H", "H", "H", "H", "H", "H", "H", "H", "H", "H", "H", "H"], "xyz": [[1.6928, -0.0925, -0.0048], [0.1774, 3.1181, -4.1312], [-0.9205, 2.1156, -3.7666], [-2.2821, 2.8025, -3.7565], [-0.4240, 1.2117, -2.1864], [-2.0133, 0.2926, -1.8196], [-2.2672, -0.7626, -2.8948], [-1.8770, -0.3395, -0.4302], [-0.5478, 2.5990, -0.9955], [-1.7027, 3.0535, -0.3688], [-1.6870, 4.1443, 0.4942], [-0.4676, 4.7563, 0.7821], [0.6999, 4.3104, 0.1977], [0.7023, 3.2487, -0.7499], [1.8077, 2.7684, -1.3704], [2.9053, 3.5433, -1.5882], [2.8768, 4.9459, -1.7890], [4.0371, 5.6749, -1.9725], [5.2755, 5.0444, -1.9705], [5.3216, 3.6583, -1.8453], [4.1732, 2.8938, -1.6925], [4.0619, 1.0817, -1.4482], [3.5055, 0.5548, -3.1609], [4.0090, 1.3754, -4.3466], [3.7610, -0.9424, -3.3582], [5.8282, 0.4572, -1.3294], [6.4118, 0.9539, 0.0001], [6.8459, 0.5975, -2.4653], [0.0235, 3.5067, -5.1438], [0.1713, 3.9616, -3.4364], [1.1651, 2.6585, -4.0744], [-0.9272, 1.3326, -4.5341], [-2.3472, 3.5104, -2.9273], [-2.4278, 3.3569, -4.6906], [-3.1010, 2.0860, -3.6636], [-2.8686, 0.9751, -1.8014], [-1.3897, -1.3937, -3.0422], [-3.1081, -1.4025, -2.6062], [-2.5122, -0.3039, -3.8566], [-0.9737, -0.9536, -0.3679], [-1.8023, 0.4350, 0.3327], [-2.7420, -0.9654, -0.1904], [-2.6493, 2.5534, -0.5429], [-2.6063, 4.5009, 0.9473], [-0.4309, 5.5676, 1.5007], [1.6503, 4.7404, 0.4892], [1.9193, 5.4521, -1.7933], [3.9802, 6.7512, -2.1047], [6.1913, 5.6165, -2.0685], [6.2883, 3.1764, -1.8623], [2.4214, 0.6973, -3.0862], [5.0892, 1.2813, -4.4768], [3.5276, 1.0218, -5.2665], [3.7744, 2.4335, -4.2237], [4.8146, -1.1458, -3.5674], [3.4685, -1.5029, -2.4695], [3.1724, -1.3170, -4.2011], [5.6333, -0.6142, -1.2077], [6.8197, 1.9629, -0.0928], [5.6369, 0.9779, 0.7688], [7.2125, 0.2930, 0.3477], [7.0274, 1.6322, -2.7526], [7.8029, 0.1686, -2.1441], [6.5272, 0.0544, -3.3540], [7.3223, -2.7262, 4.7166], [6.2144, -2.2878, 3.4276], [6.2575, -3.0069, 2.2203], [5.3989, -2.6754, 1.2147], [5.4542, -3.5557, -0.2828], [4.4144, -1.6044, 1.3016], [3.6508, -1.3371, 0.3623], [4.4465, -0.8953, 2.5648], [3.5934, 0.2527, 2.7942], [2.8065, 0.7694, 2.0242], [5.3314, -1.2587, 3.5898], [6.9677, -3.8123, 2.0900], [3.7252, 0.6947, 3.8105], [5.3150, -0.6979, 4.5188], [-6.7689, -3.3917, 2.7523], [-6.3404, -3.0386, 1.4601], [-5.3841, -3.8416, 0.8840], [-5.1083, -5.1417, 1.2810], [-4.2007, -5.9119, 0.5610], [-3.5378, -5.4062, -0.5539], [-3.7854, -4.0654, -0.8984], [-4.7056, -3.3078, -0.2062], [-2.8910, -6.2946, -1.4371], [-1.8604, -6.0139, -2.1256], [-0.9713, -4.9895, -1.8808], [-0.3047, -4.5003, -3.0215], [0.4459, -3.3577, -3.0076], [0.6264, -2.5803, -1.8161], [1.0857, -1.4299, -1.8258], [0.2213, -3.2625, -0.5625], [0.7020, -2.7484, 0.5865], [0.4572, -3.3711, 1.7165], [-0.2855, -4.5518, 1.7862], [-0.8079, -5.0718, 0.6300], [-0.5883, -4.4246, -0.6035], [-7.4745, -2.6217, 3.0598], [-5.9306, -3.4117, 3.4553], [-7.2830, -4.3583, 2.7655], [-5.5952, -5.5732, 2.1454], [-4.0054, -6.9339, 0.8654], [-3.2707, -3.6393, -1.7499], [-4.9104, -2.2838, -0.4963], [-0.5098, -5.0071, -3.9586], [0.8719, -2.9604, -3.9211], [0.9089, -2.9412, 2.6070], [-0.4422, -5.0500, 2.7351], [-1.3428, -6.0055, 0.6580], [-7.1695, 0.9096, 1.2730], [-6.6825, 1.3440, 2.6483], [-4.9986, 0.7437, 2.8715], [-5.0901, -0.5848, 3.4357], [-4.2734, 0.9377, 1.6464], [-4.3210, 1.8113, 4.1452], [-3.0508, 1.2014, 4.7399], [-1.8879, 1.3440, 3.8809], [-1.2826, 0.3574, 3.1690], [-0.2451, 0.8130, 2.4856], [-0.1443, 2.1280, 2.7517], [-1.1412, 2.4935, 3.6217], [-1.3948, 3.7568, 4.1735], [-0.5801, 4.6399, 3.9810], [-2.4246, 3.9237, 4.8405], [-1.7128, -1.0634, 3.1804], [-8.1865, 1.2585, 1.0972], [-7.1454, -0.1770, 1.1825], [-6.5150, 1.3202, 0.5057], [-7.2517, 0.8934, 3.4606], [-6.6519, 2.4290, 2.7601], [-5.0988, 1.8972, 4.9055], [-4.1157, 2.7818, 3.7013], [-3.2151, 0.1371, 4.9039], [-2.8462, 1.6846, 5.6910], [0.6125, 2.7516, 2.3038], [-2.7572, -1.1727, 2.8886], [-1.5872, -1.5005, 4.1750], [-1.0901, -1.6010, 2.4732]], "forces_ev_per_angstrom": [[-1.01, 1.19, 0.52], [0.00, -0.09, -0.01], [0.12, 0.02, 0.03], [0.05, -0.08, -0.03], [-0.73, 0.24, -0.23], [0.10, 0.03, 0.10], [0.00, 0.09, 0.01], [0.03, 0.07, -0.09], [0.14, 0.04, 0.03], [0.09, 0.03, 0.02], [-0.08, 0.04, 0.08], [-0.02, -0.01, -0.09], [0.00, -0.06, 0.06], [0.13, 0.04, -0.03], [-0.14, 0.14, -0.04], [0.05, 0.07, 0.16], [-0.01, -0.05, -0.07], [0.04, -0.03, 0.01], [0.09, 0.05, 0.00], [-0.10, 0.01, -0.06], [-0.05, 0.05, 0.24], [0.65, 0.42, -0.65], [0.01, -0.09, 0.05], [-0.09, -0.05, 0.05], [-0.03, 0.08, 0.09], [-0.08, 0.09, 0.02], [-0.05, -0.07, -0.03], [-0.05, -0.08, 0.07], [-0.02, 0.02, 0.01], [0.03, -0.01, 0.01], [0.02, 0.05, -0.02], [0.02, -0.03, 0.02], [-0.01, 0.02, -0.02], [-0.02, 0.01, 0.01], [-0.02, 0.03, 0.02], [-0.01, 0.00, 0.00], [-0.02, -0.04, 0.01], [0.01, -0.02, -0.03], [0.00, -0.02, 0.00], [-0.16, 0.00, -0.02], [-0.01, -0.03, 0.04], [0.02, -0.04, -0.01], [0.02, -0.02, -0.04], [0.01, -0.03, 0.02], [0.02, 0.01, -0.01], [-0.03, 0.10, -0.07], [0.00, 0.00, 0.04], [-0.03, -0.01, -0.01], [-0.01, -0.01, -0.03], [-0.01, -0.01, 0.00], [0.00, -0.02, -0.01], [0.00, 0.03, -0.01], [0.02, 0.01, -0.01], [0.02, 0.01, -0.03], [-0.01, -0.01, 0.00], [0.02, -0.07, -0.04], [0.00, -0.01, 0.01], [0.01, -0.01, 0.03], [-0.02, 0.00, 0.01], [0.05, 0.00, 0.05], [0.01, 0.02, -0.02], [0.01, -0.01, -0.03], [0.01, 0.01, -0.03], [0.02, 0.03, -0.02], [0.03, -0.02, 0.03], [0.03, -0.02, 0.02], [-0.10, 0.11, 0.01], [0.04, -0.01, 0.02], [0.02, -0.03, -0.04], [0.15, -0.07, 0.04], [0.85, -0.76, 0.31], [-0.09, -0.10, -0.19], [0.11, 0.10, 0.15], [0.30, 0.21, 0.69], [-0.02, 0.05, 0.02], [-0.01, -0.01, 0.00], [-0.01, 0.00, -0.01], [0.00, 0.00, 0.00], [-0.05, 0.05, 0.05], [0.06, 0.04, 0.01], [-0.04, -0.11, -0.07], [0.00, 0.07, 0.16], [0.17, 0.01, -0.08], [-0.16, 0.47, 0.13], [0.07, -0.16, -0.09], [0.05, 0.08, -0.02], [0.45, -0.29, -0.30], [-0.14, -0.06, 0.25], [-0.10, 0.15, 0.22], [-0.25, 0.06, 0.15], [0.10, 0.02, -0.11], [-0.05, -0.06, -0.31], [-0.24, -1.14, -0.67], [-0.16, -0.23, 0.07], [-0.11, 0.04, -0.19], [0.23, 0.01, 0.01], [-0.11, -0.07, -0.02], [0.04, 0.13, -0.04], [0.07, -0.17, -0.09], [0.04, 0.02, 0.04], [-0.02, -0.02, -0.01], [0.01, -0.02, -0.02], [-0.01, -0.02, -0.02], [-0.06, -0.03, -0.07], [0.01, 0.03, 0.00], [0.01, 0.00, 0.00], [0.05, -0.07, 0.03], [0.00, 0.02, 0.02], [-0.07, 0.02, 0.02], [0.05, 0.00, 0.01], [-0.16, -0.13, -0.03], [0.07, -0.02, -0.02], [0.32, -0.11, -0.05], [-0.16, 0.01, 0.12], [-0.06, -0.05, 0.07], [0.05, 0.09, 0.01], [0.02, -0.20, -0.26], [-0.07, -0.02, -0.10], [-0.01, 0.14, 0.04], [0.00, 0.21, -0.03], [-0.06, -0.34, -0.07], [0.08, 0.17, 0.08], [0.02, -0.30, -0.11], [0.03, 0.31, 0.16], [-0.01, -0.09, -0.03], [0.02, -0.10, -0.03], [-0.12, 0.09, 0.01], [-0.01, 0.00, 0.05], [-0.03, -0.01, 0.00], [-0.05, 0.00, -0.02], [-0.05, 0.10, 0.02], [-0.04, 0.00, -0.03], [0.06, 0.02, 0.06], [-0.08, 0.04, 0.02], [0.09, -0.01, 0.04], [-0.03, -0.01, 0.02], [0.00, 0.00, 0.03], [0.01, -0.03, -0.02], [0.02, -0.03, -0.02], [-0.01, -0.02, -0.02]], "homo_lumo_gap_ev": 4.3, "total_charge": -2, "energy_ev": -155666.986}



{"formula": "C55H65N8P5Ru", "method": "wB97M-V/def2-TZVPD", "species": ["Ru", "C", "N", "C", "C", "N", "C", "P", "C", "N", "C", "C", "N", "C", "C", "N", "C", "C", "N", "C", "H", "H", "H", "H", "H", "H", "H", "H", "H", "H", "H", "H", "H", "H", "H", "C", "P", "C", "N", "C", "C", "C", "C", "C", "C", "N", "C", "P", "C", "C", "C", "C", "C", "C", "C", "C", "C", "H", "H", "H", "H", "H", "H", "H", "H", "H", "H", "H", "H", "H", "H", "H", "H", "H", "H", "H", "H", "H", "H", "H", "H", "H", "H", "H", "H", "C", "P", "C", "C", "C", "C", "C", "C", "C", "C", "C", "C", "C", "C", "P", "C", "C", "C", "C", "C", "C", "C", "C", "C", "C", "C", "C", "H", "H", "H", "H", "H", "H", "H", "H", "H", "H", "H", "H", "H", "H", "H", "H", "H", "H", "H", "H", "H", "H"], "xyz": [[0.1463, -0.2276, -0.2479], [5.7289, -1.3568, 0.1881], [4.3105, -1.6452, 0.3369], [3.7851, -2.8428, 0.7066], [2.4342, -2.6756, 0.7510], [2.1114, -1.3938, 0.3853], [3.2822, -0.7895, 0.1566], [3.5345, 1.0122, 0.1501], [2.2811, 1.3322, 1.4265], [1.0498, 0.8302, 1.4791], [0.5636, 1.1376, 2.7121], [1.5028, 1.8406, 3.4095], [2.5795, 1.9574, 2.5880], [3.8378, 2.5940, 2.9444], [2.5535, 1.4639, -1.2907], [1.2434, 1.2942, -1.4066], [0.8891, 1.9106, -2.5778], [1.9997, 2.4449, -3.1613], [3.0465, 2.1616, -2.3391], [4.4293, 2.5608, -2.5630], [6.2667, -2.3003, 0.1656], [5.9062, -0.8283, -0.7460], [6.0879, -0.7592, 1.0240], [4.3996, -3.6963, 0.9249], [1.7097, -3.3949, 1.0691], [-0.4130, 0.8265, 3.0329], [1.4940, 2.2532, 4.4009], [3.6778, 3.1800, 3.8449], [4.6038, 1.8447, 3.1391], [4.1632, 3.2550, 2.1434], [-0.1253, 1.9619, -2.9168], [2.1216, 3.0010, -4.0717], [4.5201, 2.9135, -3.5867], [4.7109, 3.3611, -1.8808], [5.0930, 1.7100, -2.4240], [-0.3151, -2.3546, 2.3824], [-0.9796, -2.1858, 0.6804], [-0.1980, -3.5667, -0.2540], [-0.1766, -4.7465, 0.3099], [0.5394, -5.7262, -0.2880], [0.6017, -7.0131, 0.2968], [1.3830, -7.9707, -0.2793], [2.1264, -7.6948, -1.4551], [2.0743, -6.4669, -2.0464], [1.2731, -5.4538, -1.4702], [1.2162, -4.2322, -2.0473], [0.4793, -3.3109, -1.4840], [0.4284, -1.6401, -2.2798], [2.1037, -1.4980, -2.9789], [-0.5633, -1.9488, -3.8539], [0.0339, -3.0915, -4.6821], [-0.5233, -0.6667, -4.6905], [-1.9977, -2.3042, -3.4990], [-2.7462, -2.7629, 0.9363], [-3.3904, -3.1934, -0.3742], [-3.4992, -1.5537, 1.4805], [-2.8140, -3.9125, 1.9447], [-0.9809, -1.8283, 3.0681], [0.6635, -1.8815, 2.4329], [-0.2496, -3.3970, 2.6954], [0.0252, -7.2068, 1.1899], [1.4399, -8.9566, 0.1593], [2.7348, -8.4764, -1.8868], [2.6181, -6.2444, -2.9523], [2.4150, -2.4893, -3.3066], [2.8093, -1.1284, -2.2395], [2.0898, -0.8117, -3.8242], [0.9988, -2.8271, -5.1092], [-0.6415, -3.2981, -5.5137], [0.1485, -4.0109, -4.1140], [0.4473, -0.5197, -5.1612], [-0.7548, 0.2171, -4.1017], [-1.2583, -0.7410, -5.4927], [-2.0437, -3.2424, -2.9459], [-2.5716, -2.4379, -4.4179], [-2.4839, -1.5255, -2.9141], [-3.3972, -2.3867, -1.1033], [-4.4253, -3.4809, -0.1784], [-2.8909, -4.0604, -0.8054], [-3.4135, -0.7381, 0.7541], [-3.1164, -1.2084, 2.4431], [-4.5550, -1.8004, 1.6146], [-2.1649, -4.7400, 1.6687], [-3.8417, -4.2788, 1.9635], [-2.5651, -3.5893, 2.9524], [-3.6535, 1.9517, 0.8156], [-1.8957, 1.6253, 0.1958], [-1.1480, 3.0723, 1.0407], [-1.5465, 3.4829, 2.3115], [-0.9379, 4.5619, 2.9350], [0.0918, 5.2373, 2.3018], [0.5091, 4.8262, 1.0428], [-0.1042, 3.7537, 0.4171], [-2.2299, 2.2889, -1.4844], [-2.4694, 1.3830, -2.5079], [-2.8462, 1.8220, -3.7686], [-2.9565, 3.1796, -4.0249], [-2.7304, 4.0958, -3.0047], [-2.3954, 3.6519, -1.7354], [-5.1570, 0.9949, 0.4614], [-6.5035, 1.7071, 1.3448], [-7.7909, 1.2485, 0.9994], [-8.8960, 1.7385, 1.6597], [-8.7336, 2.6714, 2.6790], [-7.4636, 3.1202, 3.0390], [-6.3487, 2.6291, 2.3956], [-5.6155, 0.8907, -1.2682], [-6.0108, 2.0565, -1.9247], [-6.4597, 1.9736, -3.2287], [-6.5197, 0.7424, -3.8716], [-6.1329, -0.4149, -3.2143], [-5.6827, -0.3452, -1.9052], [-3.8603, 2.9766, 0.4888], [-3.6075, 1.9530, 1.9086], [-2.3319, 2.9702, 2.8507], [-1.2673, 4.8693, 3.9170], [0.5584, 6.0869, 2.7795], [1.3031, 5.3582, 0.5360], [0.2255, 3.4537, -0.5687], [-2.3558, 0.3229, -2.3083], [-3.0462, 1.1048, -4.5539], [-3.2341, 3.5251, -5.0108], [-2.8224, 5.1558, -3.1969], [-2.2365, 4.3778, -0.9479], [-7.9136, 0.5243, 0.2041], [-9.8839, 1.3963, 1.3888], [-9.6002, 3.0478, 3.2033], [-7.3535, 3.8536, 3.8245], [-5.3706, 2.9829, 2.6894], [-5.9957, 3.0129, -1.4179], [-6.7761, 2.8698, -3.7424], [-6.8857, 0.6864, -4.8869], [-6.2053, -1.3730, -3.7096], [-5.4056, -1.2499, -1.3791]], "forces_ev_per_angstrom": [[0.85, -0.80, 0.56], [0.19, 0.06, 0.01], [-0.19, -0.01, -0.01], [-0.04, -0.06, 0.11], [-0.06, 0.01, -0.09], [-0.04, 0.27, -0.87], [-0.15, 0.26, 0.27], [0.00, -0.08, -0.03], [0.06, -0.07, -0.14], [-0.71, -0.03, -0.03], [0.04, -0.05, 0.11], [-0.14, -0.04, 0.04], [-0.11, -0.11, -0.05], [0.17, 0.10, 0.02], [0.06, 0.20, 0.19], [0.02, -0.37, -0.08], [-0.01, 0.01, -0.04], [-0.15, 0.04, 0.00], [-0.16, -0.09, 0.07], [0.15, 0.06, 0.01], [0.02, 0.02, -0.01], [0.02, -0.02, 0.03], [0.02, -0.01, -0.01], [0.04, -0.08, 0.00], [-0.03, -0.14, -0.07], [-0.09, 0.01, 0.01], [0.00, 0.04, 0.07], [0.03, 0.01, -0.01], [0.00, 0.03, 0.00], [0.01, -0.02, 0.05], [-0.11, -0.06, -0.08], [0.01, 0.04, -0.09], [0.02, 0.00, 0.03], [0.01, -0.01, -0.02], [0.00, 0.03, -0.02], [0.03, -0.17, -0.08], [0.93, 0.43, 0.33], [-0.17, 0.15, -0.22], [0.01, -0.04, 0.05], [0.04, -0.08, 0.00], [0.02, -0.01, -0.07], [-0.03, 0.04, 0.01], [-0.02, 0.04, -0.03], [-0.02, -0.05, 0.07], [0.03, -0.08, 0.03], [0.03, -0.03, -0.04], [-0.03, 0.11, 0.07], [-0.75, -0.11, 0.51], [0.04, 0.08, 0.16], [0.21, 0.10, 0.02], [-0.04, -0.02, 0.00], [0.00, 0.02, 0.03], [-0.04, -0.06, 0.07], [0.05, 0.32, 0.02], [0.06, -0.06, 0.00], [-0.06, 0.03, -0.07], [-0.06, -0.03, -0.03], [0.00, 0.01, -0.02], [-0.09, -0.01, 0.04], [0.01, 0.03, -0.01], [-0.01, 0.01, 0.05], [0.00, -0.03, 0.01], [0.02, -0.03, -0.02], [0.05, 0.03, -0.05], [0.01, 0.04, -0.04], [0.00, -0.03, 0.03], [0.01, 0.01, 0.00], [0.06, -0.01, 0.01], [-0.02, 0.04, -0.06], [-0.04, 0.00, -0.03], [0.03, 0.02, -0.01], [-0.05, 0.04, -0.01], [-0.03, -0.01, -0.06], [-0.04, -0.02, 0.05], [-0.01, 0.00, -0.02], [-0.06, 0.01, 0.06], [0.05, 0.07, -0.12], [-0.03, -0.01, 0.01], [0.02, 0.00, -0.04], [0.00, -0.07, 0.09], [0.04, 0.04, 0.01], [-0.02, -0.03, 0.02], [-0.02, 0.00, -0.01], [-0.04, -0.01, 0.03], [0.01, 0.00, 0.05], [0.16, -0.36, 0.50], [0.09, 0.33, -1.31], [-0.06, -0.12, 0.16], [-0.04, 0.04, -0.04], [0.03, -0.01, -0.01], [0.01, 0.00, 0.00], [0.02, 0.01, 0.00], [0.09, -0.09, 0.00], [-0.15, 0.18, 0.16], [-0.08, -0.17, 0.08], [-0.03, -0.02, -0.07], [-0.05, 0.00, 0.03], [-0.02, -0.04, -0.02], [0.08, 0.04, 0.02], [-0.09, 0.40, -0.28], [0.07, -0.11, 0.08], [0.05, 0.03, -0.09], [-0.01, 0.01, 0.06], [0.03, 0.00, 0.00], [-0.05, -0.02, 0.01], [0.03, -0.04, -0.03], [0.08, -0.15, 0.15], [-0.05, 0.05, 0.01], [0.03, 0.02, -0.09], [0.02, 0.03, -0.02], [0.00, -0.04, 0.01], [0.10, -0.04, 0.02], [0.05, 0.00, 0.05], [-0.11, -0.03, -0.09], [0.04, 0.01, 0.03], [-0.03, 0.03, 0.04], [0.03, 0.03, 0.02], [0.02, 0.02, -0.02], [-0.01, 0.02, 0.01], [0.02, 0.05, -0.01], [0.01, -0.02, -0.01], [0.01, 0.01, -0.04], [-0.01, 0.03, 0.00], [0.00, 0.01, -0.01], [-0.01, -0.01, -0.02], [-0.03, -0.02, -0.01], [-0.04, 0.04, 0.00], [0.00, 0.01, 0.04], [0.03, 0.01, -0.01], [0.02, 0.04, 0.01], [-0.02, 0.04, -0.03], [-0.02, 0.00, -0.04], [0.01, -0.02, -0.02], [0.01, -0.01, 0.02]], "s_squared": 0.76, "homo_lumo_gap_ev": [8.2, 5.7], "total_charge": 3, "energy_ev": -119017.495, "multiplicity": 2}